Entry 1:
DFT (wB97M-V/def2-TZVPD) results for CH3Br3Ca2F2O4PRb as an isolated structure in a non-equilibrium geometry.

XYZ file:
```
17
CH3Br3Ca2F2O4PRb (wB97M-V/def2-TZVPD)
Rb -2.082 3.044 0.987
Ca 0.385 0.432 -1.394
Ca 0.291 -0.908 1.931
O -0.874 0.524 0.504
H -1.832 0.341 0.453
O 1.343 -1.140 -0.019
H 2.087 -1.482 -0.551
O 1.857 1.787 -0.328
P 1.878 2.137 1.178
O 1.535 1.047 2.214
F 0.773 3.346 1.401
F 3.281 2.887 1.609
C -1.771 -2.519 -1.623
Br -0.027 -2.420 -2.642
Br -2.844 -0.899 -1.953
Br -1.614 -2.905 0.349
H -2.386 -3.272 -2.116
```

Computed properties:
Max |F| in hartree/bohr: 0.077
Energy above the lowest of the compared OMol25 structures with the same formula, charge and spin in kJ/mol: 20.7
Gap between HOMO and LUMO in eV: 8.961
Charge: +2

Formally, the Mulliken partial charges of the atoms, in units of the elementary charge, are as follows:
1 Rb 1.04
2 Ca 1.39
3 Ca 1.35
4 O -0.55
5 H 0.07
6 O -0.74
7 H 0.18
8 O -0.70
9 P 0.93
10 O -0.66
11 F -0.27
12 F -0.19
13 C -0.24
14 Br -0.01
15 Br -0.03
16 Br -0.01
17 H 0.44

Entry 2:
DFT (wB97M-V/def2-TZVPD) results for CH3BrCl2Si as an isolated structure in a non-equilibrium geometry.

XYZ file:
```
8
CH3BrCl2Si (wB97M-V/def2-TZVPD)
C 1.240 0.486 0.360
Si -0.066 -1.008 -0.312
Cl 1.246 2.044 -0.431
Cl -0.014 -3.171 -0.183
Br 2.985 -0.479 0.045
H 1.246 0.617 1.440
H 0.042 -0.725 -1.736
H -1.257 -0.574 0.413
```

Computed properties:
Max |F| in hartree/bohr: 0.052
Energy above the lowest of the compared OMol25 structures with the same formula, charge and spin in kJ/mol: 230.6
Gap between HOMO and LUMO in eV: 9.858
Charge: 0

Formally, the Mulliken partial charges of the atoms, in units of the elementary charge, are as follows:
1 C -0.33
2 Si 0.61
3 Cl -0.12
4 Cl -0.23
5 Br -0.14
6 H 0.37
7 H -0.07
8 H -0.09

Entry 3:
DFT (wB97M-V/def2-TZVPD) results for a 2-piece molecular cluster, CH3BrCl2Si overall in a non-equilibrium geometry.

XYZ file:
```
8
CH3BrCl2Si (wB97M-V/def2-TZVPD)
C 1.532 -0.198 0.468
Si -1.597 -0.079 -0.034
Cl -1.662 -0.735 -1.860
Cl -1.809 1.909 0.053
Br 2.190 0.058 -1.362
H 1.453 0.776 0.872
H 2.163 -0.912 0.874
H -2.269 -0.819 0.988
```

Computed properties:
Max |F| in hartree/bohr: 0.064
Energy above the lowest of the compared OMol25 structures with the same formula, charge and spin in kJ/mol: 66.5
Gap between HOMO and LUMO (spin up / spin down) in eV: 7.446 / 8.882
Charge: 0
Multiplicity: 3

Formally, the Mulliken partial charges of the atoms, in units of the elementary charge, are as follows:
1 C -0.66
2 Si 0.48
3 Cl -0.14
4 Cl -0.20
5 Br -0.07
6 H 0.35
7 H 0.34
8 H -0.09

Entry 4:
DFT (wB97M-V/def2-TZVPD) results for a 2-piece molecular cluster, CH3BrClN overall in a non-equilibrium geometry.

XYZ file:
```
7
CH3BrClN (wB97M-V/def2-TZVPD)
C 0.722 -0.769 0.065
N -0.234 -1.002 -0.682
Cl -1.188 2.552 0.586
Br 2.281 0.447 -0.375
H 1.004 -1.116 1.036
H -0.257 -0.499 -1.609
H -0.651 2.310 -0.609
```

Computed properties:
Max |F| in hartree/bohr: 0.036
Energy above the lowest of the compared OMol25 structures with the same formula, charge and spin in kJ/mol: 65.1
SMILES: [H]/N=C\Br.Cl
Gap between HOMO and LUMO in eV: 11.214
Charge: 0

Formally, the Mulliken partial charges of the atoms, in units of the elementary charge, are as follows:
1 C -0.03
2 N -0.45
3 Cl -0.24
4 Br -0.19
5 H 0.35
6 H 0.32
7 H 0.24

Entry 5:
DFT (wB97M-V/def2-TZVPD) results for CH3BrClN as an isolated structure in a non-equilibrium geometry.

XYZ file:
```
7
CH3BrClN (wB97M-V/def2-TZVPD)
C 0.025 -0.170 -0.111
N -2.368 0.549 1.106
Cl -2.806 -0.858 1.714
Br -1.942 1.822 2.306
H 0.005 0.421 -1.062
H 0.789 0.124 0.672
H -0.619 -0.968 0.088
```

Computed properties:
Max |F| in hartree/bohr: 0.057
Energy above the lowest of the compared OMol25 structures with the same formula, charge and spin in kJ/mol: 521.7
Gap between HOMO and LUMO (spin up / spin down) in eV: 7.392 / 9.434
Charge: 0

Formally, the Mulliken partial charges of the atoms, in units of the elementary charge, are as follows:
1 C -0.76
2 N -0.16
3 Cl 0.05
4 Br 0.06
5 H 0.27
6 H 0.27
7 H 0.27

Entry 6:
DFT (wB97M-V/def2-TZVPD) results for one molecule with the formula CH3BrI2Si in a non-equilibrium geometry.

XYZ file:
```
8
CH3BrI2Si (wB97M-V/def2-TZVPD)
C -0.676 0.105 0.389
Si 1.194 0.159 -0.739
Br -1.757 -1.029 -0.550
I 2.251 -1.905 -0.086
I 2.758 1.997 -0.170
H -1.074 1.131 0.505
H -0.236 -0.363 1.249
H 0.886 0.429 -2.057
```

Computed properties:
Max |F| in hartree/bohr: 0.091
Energy above the lowest of the compared OMol25 structures with the same formula, charge and spin in kJ/mol: 189.1
SMILES: BrC[SiH](I)I
Gap between HOMO and LUMO in eV: 9.380
Charge: 0

Formally, the Mulliken partial charges of the atoms, in units of the elementary charge, are as follows:
1 C -0.70
2 Si 0.34
3 Br -0.08
4 I -0.02
5 I -0.09
6 H 0.35
7 H 0.30
8 H -0.10

Quick rundown of molar mass, same order as above: 553.337, 193.931, 193.931, 144.399, 144.399, 376.833 g mol⁻¹